[1]
DFT (wB97M-V/def2-TZVPD) results for a cluster of 2 separate species, C2H2F3O3S in total.

Geometry as XYZ:
```
11
C2H2F3O3S wB97M-V/def2-TZVPD
C -0.21681 1.10947 0.85973
C 0.64053 -0.07348 1.26355
O -1.48972 -0.88115 -1.72223
O 0.16669 -2.61857 -2.18232
O 0.71026 -0.15316 -2.61536
F -0.60806 2.08009 1.82377
F -0.00883 -0.96251 2.22864
F 1.80972 0.27384 1.89619
S -0.07502 -1.18650 -1.94048
H -1.16174 0.71324 0.47513
H 0.23297 1.69871 -0.08662
```

Calculated values
Relative energy (zero: lowest compared OMol25 entry of this formula, charge and spin) in eV: 1.038
Total charge: -1
E_tot in eV: -27235.1719
Max |F| in eV/A: 2.88
Spin multiplicity: 1
HOMO (alpha / beta) in eV: -3.488 / -6.147
Lowest unoccupied orbital energy (alpha / beta) in eV: 2.3320 / 3.4566
Gap between HOMO and LUMO (alpha / beta) in eV: 5.82 / 9.60



[2]
DFT (wB97M-V/def2-TZVPD) results for the molecule C3H7NO2S.

Geometry as XYZ:
```
14
C3H7NO2S wB97M-V/def2-TZVPD
O -0.77620 2.21742 1.13406
C -0.08768 1.61561 0.38434
O 0.55855 2.07486 -0.72963
C 0.10020 0.07476 0.46301
C -1.03573 -0.68463 -0.14866
S -1.10363 -2.42019 0.53610
N 1.49169 -0.33803 0.03325
H 1.01161 2.89753 -0.47557
H 0.22583 -0.19954 1.52570
H -0.80560 -0.85628 -1.19559
H -1.96527 -0.16015 0.08385
H -0.72977 -3.22797 -0.43909
H 1.42849 -1.25501 -0.40645
H 1.68750 0.26161 -0.76533
```

Calculated values
Relative energy (zero: lowest compared OMol25 entry of this formula, charge and spin) in eV: 1.255
E_tot in eV: -19644.3490
Max |F| in eV/A: 2.94
Spin multiplicity: 1
HOMO in eV: -9.440
Lowest unoccupied orbital energy in eV: 0.5559
Gap between HOMO and LUMO in eV: 10.00
SMILES: N[C@H](CS)C(=O)O



[3]
DFT (wB97M-V/def2-TZVPD) results for the ion C4H14N2O with charge +2.

Geometry as XYZ:
```
21
C4H14N2O wB97M-V/def2-TZVPD
C -1.22071 -0.97085 1.01544
O -2.60674 -0.65515 0.78746
C -0.38576 -0.01856 0.11680
C 1.00527 -0.59936 -0.02826
C 2.08971 0.34787 -0.57334
N 2.19288 1.77156 0.14942
N -1.11775 -0.11576 -1.27348
H -0.91490 -2.01690 0.83986
H -1.13702 -0.68713 2.06694
H -3.04150 -1.36401 0.29794
H -0.67376 0.98646 0.40600
H 1.43186 -1.02633 0.88357
H 0.95782 -1.40387 -0.77284
H 3.10452 0.04087 -0.28238
H 2.11429 0.33643 -1.67122
H 3.19200 1.77508 0.35412
H 2.02544 2.59401 -0.43329
H 1.69554 1.74690 1.03863
H -0.80523 0.39411 -2.10211
H -2.04380 0.26538 -1.02040
H -1.29239 -1.07841 -1.57258
```

Calculated values
Relative energy (zero: lowest compared OMol25 entry of this formula, charge and spin) in eV: 1.633
Total charge: +2
E_tot in eV: -9384.9330
Max |F| in eV/A: 2.38
Spin multiplicity: 1
HOMO in eV: -18.707
Lowest unoccupied orbital energy in eV: -7.2835
Gap between HOMO and LUMO in eV: 11.42
SMILES: [NH3+]CC[C@@H]([NH3+])CO



[4]
DFT (wB97M-V/def2-TZVPD) results for a structure of composition C36H37NP2SZr.

Geometry as XYZ:
```
78
C36H37NP2SZr wB97M-V/def2-TZVPD
Zr -2.16571 4.25977 -4.28228
C 2.21636 1.05224 -0.29446
C 2.73963 1.63643 -1.37729
C 3.21042 0.94585 -2.62397
C 2.11947 0.69687 -3.70415
C 0.75629 0.27949 -3.23193
C 0.56146 -0.53893 -2.19490
C 1.65224 -1.20212 -1.42129
C 2.04930 -0.43573 -0.13432
C -2.01641 2.08112 -4.14818
H 1.90512 1.64065 0.57861
H 2.89227 2.72054 -1.40258
H 3.75070 0.01621 -2.40583
H 3.95453 1.61075 -3.09161
H 2.02556 1.62281 -4.28823
H 2.51044 -0.07508 -4.38868
H -0.08674 0.59899 -3.84873
H -0.45139 -0.78182 -1.86527
H 2.54940 -1.33408 -2.03036
H 1.30974 -2.20033 -1.10970
H 1.25672 -0.60207 0.61061
H 2.97557 -0.88704 0.26862
H -1.62312 1.82011 -3.15588
H -1.46662 1.53100 -4.91357
H -3.04829 1.69438 -4.18883
P -1.32176 6.12144 -5.74750
P -2.58286 3.54533 -6.80066
C -0.54128 5.35477 -7.15454
C -1.04901 4.16040 -7.56374
C -1.45390 7.88388 -5.96652
C -0.47779 8.63270 -6.64761
C -0.66550 10.00809 -6.81132
C -1.82460 10.62717 -6.32247
C -2.79476 9.87515 -5.64354
C -2.61680 8.50724 -5.46396
C -0.18746 5.67834 -4.37534
C 0.17851 4.29697 -4.26847
C 0.65653 3.83281 -3.01125
C 0.97274 4.74174 -2.01714
C 0.70248 6.10608 -2.18162
C 0.08981 6.58831 -3.32579
C -3.80270 4.11111 -8.08034
C -3.97787 5.50121 -8.25318
C -4.43997 6.01272 -9.46649
C -4.84055 5.14639 -10.49043
C -4.83621 3.76907 -10.26161
C -4.34223 3.25981 -9.05753
C -2.56711 1.73634 -7.16320
C -3.75638 1.00666 -6.96224
C -3.75495 -0.38954 -7.00219
C -2.57443 -1.07960 -7.30111
C -1.40089 -0.36116 -7.55117
C -1.39023 1.03823 -7.47497
H 0.29807 5.89990 -7.59417
H -0.70097 3.60612 -8.43683
H 0.41362 8.13516 -7.03652
H 0.09355 10.60298 -7.32343
H -1.97613 11.69813 -6.46702
H -3.69400 10.35448 -5.25428
H -3.35799 7.89989 -4.93758
H 0.33077 3.68445 -5.16498
H 0.85714 2.77070 -2.85960
H 1.41428 4.38890 -1.07750
H 0.98196 6.79119 -1.38005
H -0.13507 7.65032 -3.45922
H -3.70147 6.18913 -7.45472
H -4.47999 7.09044 -9.63071
H -5.16140 5.54021 -11.45507
H -5.19910 3.08180 -11.02692
H -4.36153 2.18402 -8.91055
H -4.69110 1.53935 -6.77718
H -4.67933 -0.93264 -6.80118
H -2.57385 -2.17072 -7.33610
H -0.48109 -0.89456 -7.79581
H -0.46017 1.57650 -7.65351
S -1.51846 3.34910 0.25725
C -2.15102 3.83515 -1.10025
N -2.54464 4.19893 -2.18583
```

Calculated values
Relative energy (zero: lowest compared OMol25 entry of this formula, charge and spin) in eV: 0.000
Total charge: +2
E_tot in eV: -70098.2593
Max |F| in eV/A: 4.96
Spin multiplicity: 1
HOMO in eV: -13.207
Lowest unoccupied orbital energy in eV: -7.7053
Gap between HOMO and LUMO in eV: 5.50



[5]
DFT (wB97M-V/def2-TZVPD) results for a cluster of 2 separate species, C8H15N4PS in total.

Geometry as XYZ:
```
29
C8H15N4PS wB97M-V/def2-TZVPD
C -3.69835 -0.19990 0.15139
C -2.97764 0.26440 -0.96096
C -3.02317 -0.55367 1.33692
C -1.58665 0.39200 -0.84241
C -1.67239 -0.44572 1.41280
C -0.90993 0.14375 0.35490
C 0.69079 2.93605 0.27560
C 0.97291 -2.52742 -0.91661
N 2.38026 1.96169 -1.16395
N 2.74606 -2.12518 0.31683
N 1.21431 1.72238 -0.43300
N 2.09673 -1.69459 -0.72746
P 0.86476 0.14455 0.38594
S 1.58156 0.05908 2.17613
H -4.79720 -0.31966 0.10627
H -3.35551 0.48698 -1.95914
H -3.65000 -0.67879 2.25344
H -1.09848 0.95007 -1.71583
H -1.08962 -0.88274 2.32333
H 1.43323 3.16709 1.20681
H 0.50312 3.75767 -0.46386
H -0.27239 2.57993 0.68617
H 0.42563 -2.45110 -0.04074
H 0.24238 -2.32317 -1.77763
H 1.44811 -3.47211 -1.20265
H 3.16780 1.89905 -0.60213
H 2.41565 1.27187 -1.95482
H 3.54689 -1.61376 0.55040
H 2.40114 -2.44876 1.22426
```

Calculated values
Relative energy (zero: lowest compared OMol25 entry of this formula, charge and spin) in eV: 2.163
E_tot in eV: -34619.7076
Max |F| in eV/A: 3.46
Spin multiplicity: 1
HOMO (alpha / beta) in eV: -7.765 / -7.764
Lowest unoccupied orbital energy (alpha / beta) in eV: -0.3969 / -0.3948
Gap between HOMO and LUMO (alpha / beta) in eV: 7.37 / 7.37